Record 1
The following is a DFT calculation (ωB97M-V/def2-TZVPD) of a cluster of 2 separate species, C5H10O2 in total in a non-equilibrium geometry.

Each line ends with the Mulliken charge.
Geometry (Å):
C 0.995 -1.738 0.451  -0.276
C 0.293 -0.728 -0.141  -0.816
C -1.029 -0.132 0.125  -0.268
C -1.046 1.127 0.573  0.566
O 0.049 1.815 0.943  -0.530
C -2.305 1.933 0.741  -1.139
H 0.646 -2.760 0.575  0.254
H 1.879 -1.416 0.986  0.191
H 1.034 -0.147 -0.707  0.467
H -1.964 -0.447 -0.324  0.284
H 0.870 1.307 0.840  0.332
H -1.919 2.804 1.273  0.354
H -3.015 1.395 1.360  0.301
H -2.751 2.238 -0.201  0.265
H 3.523 -1.646 -2.280  0.295
H 2.015 -1.715 -2.421  0.317
O 2.727 -1.890 -1.794  -0.596

Results
- energy (hartree) = -346.87434
- spin multiplicity = 1
- relative energy (zero: lowest compared OMol25 entry of this formula, charge and spin) (eV) = 4.111
- structure (SMILES) = C=C/C=C(/C)O.O
- frontier orbital gap (eV) = 8.61
- HOMO level (eV) = -7.918


Record 2
The following is a DFT calculation (ωB97M-V/def2-TZVPD) of an isolated molecule of C4H8N2S in a non-equilibrium geometry.

Each line ends with the Mulliken charge.
Geometry (Å):
C 2.174 -1.109 -0.104  -0.879
C 1.207 0.189 -0.085  0.722
C -1.101 0.901 -0.320  -0.133
C -2.367 0.833 0.064  -0.580
H 1.943 -2.050 -0.725  0.279
H 3.022 -0.295 -0.447  0.287
H 2.206 -1.565 0.973  0.221
H 0.657 1.851 0.592  0.320
H -1.519 -1.717 1.136  0.121
H -0.728 1.571 -1.314  0.237
H -3.102 1.624 -0.502  0.220
H -2.659 0.065 1.069  0.083
N 1.579 1.398 -0.007  -0.696
N -0.221 -0.103 -0.110  -0.024
S -1.089 -1.595 -0.219  -0.178

Results
- energy (hartree) = -664.71646
- spin multiplicity = 1
- relative energy (zero: lowest compared OMol25 entry of this formula, charge and spin) (eV) = 5.886
- structure (SMILES) = [H]/N=C(/C)N(S)C=C
- frontier orbital gap (eV) = 9.13
- HOMO level (eV) = -8.654